w) # C13H39N13O26

A cluster of 13 separate species, C13H39N13O26 in total (ωB97M-V/def2-TZVPD, the Open Molecules 2025 dataset).

Net charge: 0
E_LUMO: -1.2 eV
HOMO level: -10.620 eV
2S+1: 1
M: 793.520 u
Frontier orbital gap: 9.464 eV

Atoms and positions in Å:
1 C -3.124 1.377 1.581
2 N -4.417 2.076 1.061
3 O -4.874 1.788 -0.040
4 O -4.748 3.084 1.667
5 H -3.155 1.159 2.648
6 H -2.266 1.993 1.309
7 H -3.146 0.394 1.111
8 C -6.920 -0.430 -2.987
9 N -5.868 -1.421 -2.539
10 O -6.247 -2.275 -1.748
11 O -4.710 -1.190 -2.882
12 H -6.715 -0.322 -4.052
13 H -6.908 0.415 -2.299
14 H -7.868 -0.954 -2.864
15 C 3.811 -2.300 -2.405
16 N 3.412 -2.889 -1.115
17 O 2.749 -3.893 -1.126
18 O 3.787 -2.407 -0.053
19 H 4.426 -1.416 -2.239
20 H 2.847 -2.096 -2.872
21 H 4.252 -3.001 -3.114
22 C -1.501 5.112 0.018
23 N -0.771 3.833 -0.176
24 O -0.195 3.339 0.826
25 O -0.622 3.312 -1.274
26 H -1.830 5.461 -0.961
27 H -0.872 5.829 0.546
28 H -2.262 4.728 0.696
29 C -0.004 -5.596 0.629
30 N 0.420 -5.703 2.081
31 O 1.381 -5.049 2.410
32 O -0.189 -6.468 2.811
33 H 0.723 -5.983 -0.085
34 H -0.267 -4.575 0.352
35 H -0.877 -6.247 0.586
36 C 3.146 3.151 1.674
37 N 3.851 2.089 0.879
38 O 5.028 2.285 0.528
39 O 3.177 1.150 0.593
40 H 2.684 2.686 2.544
41 H 2.443 3.758 1.103
42 H 3.836 3.930 1.999
43 C 3.917 2.656 -2.655
44 N 4.732 1.716 -3.523
45 O 5.856 1.985 -3.894
46 O 4.148 0.704 -3.892
47 H 4.554 2.922 -1.812
48 H 2.944 2.278 -2.341
49 H 3.677 3.501 -3.301
50 C -0.258 3.038 5.772
51 N 0.603 4.159 5.326
52 O 1.192 3.974 4.267
53 O 0.627 5.179 5.971
54 H -0.593 2.474 4.902
55 H -1.011 3.534 6.385
56 H 0.393 2.470 6.438
57 C 0.290 0.267 -0.202
58 N 0.189 -1.215 -0.333
59 O 0.318 -1.844 0.698
60 O 0.009 -1.712 -1.398
61 H 0.745 0.654 -1.114
62 H 0.791 0.554 0.723
63 H -0.680 0.765 -0.205
64 C -2.145 -3.267 -3.633
65 N -1.523 -3.312 -4.995
66 O -1.746 -4.297 -5.745
67 O -0.806 -2.340 -5.234
68 H -2.117 -2.294 -3.143
69 H -1.640 -4.028 -3.036
70 H -3.193 -3.514 -3.798
71 C -1.106 -2.632 4.144
72 N -2.218 -2.896 3.194
73 O -2.882 -3.919 3.357
74 O -2.427 -2.116 2.270
75 H -1.470 -2.536 5.167
76 H -0.586 -1.705 3.901
77 H -0.568 -3.578 4.191
78 C 3.384 -0.605 3.367
79 N 2.555 0.496 3.978
80 O 3.156 1.283 4.631
81 O 1.322 0.536 3.805
82 H 4.244 -0.230 2.813
83 H 2.597 -1.007 2.730
84 H 3.609 -1.437 4.034
85 C -0.699 0.947 -4.655
86 N 0.762 0.956 -4.684
87 O 1.315 1.953 -5.181
88 O 1.354 0.023 -4.115
89 H -1.105 1.803 -5.193
90 H -1.033 0.842 -3.622
91 H -1.101 0.081 -5.180

These are the Löwdin partial charges, in e, on atoms 1 to 2:
1. C 0.072
2. N -0.409

=====

x) # C13H39N13O26

A cluster of 13 separate species, C13H39N13O26 in total (ωB97M-V/def2-TZVPD, the Open Molecules 2025 dataset).

Net charge: 0
E_LUMO: -0.6 eV
HOMO level: -10.940 eV
2S+1: 1
M: 793.520 u
Frontier orbital gap: 10.335 eV

Atoms and positions in Å:
1 C -0.001 2.531 -3.738
2 N 0.600 3.398 -2.685
3 O 1.682 3.884 -2.901
4 O -0.018 3.515 -1.640
5 H 0.102 1.491 -3.450
6 H 0.490 2.741 -4.678
7 H -1.052 2.817 -3.761
8 C -5.423 -0.685 0.405
9 N -4.211 -1.537 0.300
10 O -4.323 -2.703 0.619
11 O -3.166 -1.026 -0.052
12 H -5.511 -0.423 1.460
13 H -6.283 -1.283 0.131
14 H -5.285 0.205 -0.191
15 C 2.721 1.357 4.289
16 N 1.294 0.967 4.200
17 O 0.633 1.458 3.293
18 O 0.873 0.178 5.006
19 H 3.327 0.459 4.211
20 H 2.879 1.819 5.260
21 H 2.963 2.031 3.479
22 C 4.519 -1.413 0.531
23 N 4.359 0.068 0.473
24 O 4.279 0.681 1.528
25 O 4.326 0.557 -0.624
26 H 4.592 -1.737 1.560
27 H 5.430 -1.653 -0.009
28 H 3.648 -1.828 0.030
29 C -2.224 -1.508 3.262
30 N -2.433 -1.119 4.683
31 O -3.352 -0.356 4.903
32 O -1.663 -1.546 5.513
33 H -3.201 -1.654 2.820
34 H -1.603 -2.395 3.245
35 H -1.699 -0.677 2.797
36 C -1.201 -2.061 -2.903
37 N -1.558 -3.080 -3.947
38 O -2.644 -3.612 -3.884
39 O -0.720 -3.292 -4.797
40 H -1.739 -2.310 -2.000
41 H -1.465 -1.105 -3.345
42 H -0.124 -2.171 -2.834
43 C -1.509 4.139 3.542
44 N -1.516 4.027 2.054
45 O -1.876 2.961 1.593
46 O -1.258 5.014 1.404
47 H -1.467 5.186 3.819
48 H -0.732 3.506 3.951
49 H -2.488 3.772 3.843
50 C -3.170 2.687 -1.286
51 N -4.472 2.888 -1.966
52 O -4.445 3.396 -3.059
53 O -5.483 2.529 -1.383
54 H -2.786 3.638 -0.932
55 H -2.515 2.288 -2.057
56 H -3.247 1.989 -0.462
57 C 0.245 0.651 0.253
58 N 0.442 -0.804 0.001
59 O -0.253 -1.586 0.616
60 O 1.261 -1.127 -0.835
61 H -0.053 0.721 1.289
62 H -0.537 0.952 -0.441
63 H 1.169 1.168 0.014
64 C 2.088 -4.119 -1.377
65 N 2.465 -5.513 -1.041
66 O 3.638 -5.807 -1.114
67 O 1.566 -6.277 -0.762
68 H 1.530 -3.690 -0.548
69 H 1.447 -4.122 -2.251
70 H 2.998 -3.548 -1.518
71 C -1.760 -4.636 0.759
72 N -2.011 -5.219 -0.590
73 O -2.946 -5.987 -0.701
74 O -1.206 -4.963 -1.458
75 H -1.751 -3.554 0.688
76 H -0.786 -5.019 1.057
77 H -2.536 -5.018 1.410
78 C 4.144 -0.611 -4.240
79 N 3.039 0.348 -4.038
80 O 2.452 0.312 -2.976
81 O 2.738 1.049 -4.978
82 H 5.075 -0.114 -3.961
83 H 4.165 -0.914 -5.279
84 H 4.047 -1.457 -3.568
85 C 2.349 4.722 1.988
86 N 2.972 4.335 0.693
87 O 2.704 3.239 0.257
88 O 3.763 5.113 0.208
89 H 1.390 4.227 2.060
90 H 2.244 5.803 2.001
91 H 3.052 4.440 2.766

These are the Löwdin partial charges, in e, on atoms 1 to 2:
1. C 0.045
2. N -0.427

=====

It is w) that is the least stable of them.

=====

w) # C4H5FO

An isolated molecule of C4H5FO (ωB97M-V/def2-TZVPD, the Open Molecules 2025 dataset).

Net charge: 0
E_LUMO: 0.8 eV
HOMO level: -10.179 eV
SMILES string: OCC#CCF
2S+1: 1
M: 88.081 u
Frontier orbital gap: 10.982 eV

Atoms and positions in Å:
1 O 2.537 -0.670 -0.357
2 C 1.791 0.187 0.400
3 C 0.374 0.148 0.136
4 C -0.801 0.166 -0.113
5 C -2.259 0.156 -0.383
6 F -2.918 -0.725 0.414
7 H 2.103 -1.506 -0.182
8 H 2.044 -0.013 1.488
9 H 2.177 1.223 0.318
10 H -2.648 1.210 -0.302
11 H -2.400 -0.177 -1.417

These are the natural (NBO) partial charges, in e, on atoms 1 to 2:
1. O -0.678
2. C -0.142

=====

x) # C4H5FO

An isolated molecule of C4H5FO (ωB97M-V/def2-TZVPD, the Open Molecules 2025 dataset).

Net charge: 0
E_LUMO: 0.5 eV
HOMO level: -9.629 eV
SMILES string: O=CC/C=C\F
2S+1: 1
M: 88.081 u
Frontier orbital gap: 10.178 eV

Atoms and positions in Å:
1 O -1.233 0.824 1.645
2 C -1.092 -0.392 1.475
3 C -0.564 -0.926 0.205
4 C 0.402 0.372 -0.589
5 C 1.501 0.882 -1.267
6 F 2.430 0.038 -1.786
7 H -1.330 -1.014 2.312
8 H -1.405 -1.068 -0.513
9 H -0.073 -1.896 0.246
10 H -0.261 1.200 -0.133
11 H 1.626 1.979 -1.596

These are the natural (NBO) partial charges, in e, on atoms 1 to 2:
1. O -0.516
2. C 0.395

=====

y) # C4H5FO

An isolated molecule of C4H5FO (ωB97M-V/def2-TZVPD, the Open Molecules 2025 dataset).

Net charge: 0
E_LUMO (spin up / spin down): -0.9 / -1.7 eV
HOMO level (spin up / spin down): -8.077 / -7.861 eV
2S+1: 1
M: 88.081 u
Frontier orbital gap (spin up / spin down): 7.172 / 6.200 eV

Atoms and positions in Å:
1 C 0.812 0.432 0.020
2 C -0.307 -0.346 -0.002
3 C -2.498 0.790 -0.014
4 C 2.137 -0.213 -0.014
5 O -1.617 -0.138 0.015
6 F -0.245 -1.774 -0.003
7 H -3.520 0.451 -0.019
8 H -2.238 1.838 -0.023
9 H 2.145 -1.255 -0.342
10 H 2.519 -0.167 1.008
11 H 2.813 0.382 -0.627

These are the natural (NBO) partial charges, in e, on atoms 1 to 2:
1. C -0.186
2. C 0.474

=====

z) # C4H5FO

An isolated molecule of C4H5FO (ωB97M-V/def2-TZVPD, the Open Molecules 2025 dataset).

Net charge: 0
E_LUMO: 0.8 eV
HOMO level: -10.311 eV
SMILES string: O[C@@H]1C=C[C@H]1F
2S+1: 1
M: 88.081 u
Frontier orbital gap: 11.135 eV

Atoms and positions in Å:
1 O -1.782 0.900 -0.304
2 C -0.453 0.721 -0.097
3 C 0.483 0.073 -1.075
4 C 1.089 -0.787 -0.256
5 C 0.215 -0.348 0.938
6 F 0.782 0.165 2.085
7 H -2.216 0.054 -0.366
8 H -0.093 1.748 0.200
9 H 0.633 0.189 -2.216
10 H 1.874 -1.609 -0.199
11 H -0.531 -1.105 1.289

These are the natural (NBO) partial charges, in e, on atoms 1 to 2:
1. O -0.677
2. C 0.046

=====

It is y) that is the least stable of them.

=====

w) # H2O

An isolated molecule of H2O (ωB97M-V/def2-TZVPD, the Open Molecules 2025 dataset).

Net charge: 0
E_LUMO: 1.1 eV
HOMO level: -11.636 eV
SMILES string: O
2S+1: 1
M: 18.015 u
Frontier orbital gap: 12.722 eV

Atoms and positions in Å:
1 O -0.007 0.076 -0.001
2 H 0.505 -0.459 -0.618
3 H -0.380 -0.579 0.599

These are the natural (NBO) partial charges, in e, on atoms 1 to 2:
1. O -0.933
2. H 0.466

=====

x) # H2O

An isolated molecule of H2O (ωB97M-V/def2-TZVPD, the Open Molecules 2025 dataset).

Net charge: 0
E_LUMO: 0.9 eV
HOMO level: -11.566 eV
SMILES string: O
2S+1: 1
M: 18.015 u
Frontier orbital gap: 12.444 eV

Atoms and positions in Å:
1 O 0.102 -0.023 0.108
2 H 0.004 0.654 -0.643
3 H -0.817 -0.466 -0.221

These are the natural (NBO) partial charges, in e, on atoms 1 to 2:
1. O -0.918
2. H 0.460

=====

It is x) that is the least stable of them.

=====

w) # C4H9NO2

The ion C4H9NO2 with charge +1 (ωB97M-V/def2-TZVPD, the Open Molecules 2025 dataset).

Net charge: +1
E_LUMO (spin up / spin down): -3.4 / -8.6 eV
HOMO level (spin up / spin down): -14.327 / -14.215 eV
2S+1: 2
M: 103.121 u
Frontier orbital gap (spin up / spin down): 10.950 / 5.609 eV

Atoms and positions in Å:
1 C -0.608 -0.854 1.450
2 O -1.802 -0.482 2.060
3 C -0.396 0.006 0.160
4 C 0.933 -0.278 -0.500
5 C 1.383 0.798 -1.496
6 O 2.467 1.277 -1.434
7 N -1.504 -0.224 -0.709
8 H 0.254 -0.705 2.102
9 H -0.685 -1.904 1.156
10 H -1.618 0.006 2.879
11 H -0.502 1.060 0.446
12 H 1.711 -0.265 0.267
13 H 0.976 -1.275 -0.948
14 H 0.650 1.079 -2.284
15 H -1.360 -0.479 -1.686
16 H -2.399 0.224 -0.523

These are the natural (NBO) partial charges, in e, on atoms 1 to 2:
1. C -0.032
2. O -0.672

=====

x) # C4H9NO2

The ion C4H9NO2 with charge +1 (ωB97M-V/def2-TZVPD, the Open Molecules 2025 dataset).

Net charge: +1
E_LUMO (spin up / spin down): -3.6 / -8.4 eV
HOMO level (spin up / spin down): -15.026 / -15.009 eV
2S+1: 2
M: 103.121 u
Frontier orbital gap (spin up / spin down): 11.403 / 6.600 eV

Atoms and positions in Å:
1 O -2.370 -0.368 1.612
2 C -1.201 -0.253 1.706
3 C -0.130 -0.592 0.627
4 C 0.343 0.688 -0.129
5 C 1.620 0.408 -0.945
6 O -0.675 1.221 -0.916
7 N -0.699 -1.503 -0.386
8 H -0.718 0.332 2.502
9 H 0.729 -1.232 0.869
10 H 0.556 1.392 0.706
11 H 1.762 1.425 -1.320
12 H 2.472 0.212 -0.301
13 H 1.390 -0.308 -1.728
14 H -1.092 1.967 -0.485
15 H -1.644 -1.894 -0.466
16 H -0.344 -1.495 -1.346

These are the natural (NBO) partial charges, in e, on atoms 1 to 2:
1. O -0.431
2. C 0.431

=====

It is x) that is the least stable of them.

=====

w) # C4H9NO2

The ion C4H9NO2 with charge +1 (ωB97M-V/def2-TZVPD, the Open Molecules 2025 dataset).

Net charge: +1
E_LUMO (spin up / spin down): -3.0 / -8.0 eV
HOMO level (spin up / spin down): -15.206 / -15.219 eV
2S+1: 2
M: 103.121 u
Frontier orbital gap (spin up / spin down): 12.244 / 7.182 eV

Atoms and positions in Å:
1 C 1.509 0.623 0.029
2 N 0.142 0.395 0.390
3 C -0.559 1.716 0.731
4 C -0.576 -0.398 -0.543
5 C -0.249 -1.970 -0.178
6 O -1.373 -2.603 -0.249
7 O 0.729 -2.370 0.429
8 H 1.583 1.251 -0.878
9 H 1.873 1.445 0.668
10 H 2.173 -0.239 -0.115
11 H -0.085 2.192 1.548
12 H -1.628 1.663 0.897
13 H -0.476 2.422 -0.109
14 H -1.703 -0.369 -0.635
15 H -0.193 -0.226 -1.628
16 H -1.166 -3.532 -0.356

These are the natural (NBO) partial charges, in e, on atoms 1 to 2:
1. C -0.493
2. N 0.036

=====

x) # C4H9NO2

The ion C4H9NO2 with charge +1 (ωB97M-V/def2-TZVPD, the Open Molecules 2025 dataset).

Net charge: +1
E_LUMO (spin up / spin down): -4.2 / -9.3 eV
HOMO level (spin up / spin down): -13.908 / -13.878 eV
2S+1: 2
M: 103.121 u
Frontier orbital gap (spin up / spin down): 9.744 / 4.601 eV

Atoms and positions in Å:
1 C 0.512 0.890 0.211
2 C 1.994 0.264 0.104
3 O 3.022 0.759 1.022
4 C -0.578 -0.047 -0.265
5 N -1.857 -0.077 0.276
6 C -2.930 -0.817 -0.370
7 O -0.301 -0.925 -1.125
8 H 0.564 1.824 -0.199
9 H 0.390 0.821 1.359
10 H 2.104 -0.794 0.239
11 H 2.129 0.341 -0.993
12 H 3.882 0.329 0.827
13 H -2.062 0.443 1.112
14 H -2.591 -1.279 -1.283
15 H -3.717 -0.101 -0.627
16 H -3.457 -1.456 0.372

These are the natural (NBO) partial charges, in e, on atoms 1 to 2:
1. C -0.525
2. C -0.051

=====

It is x) that is the least stable of them.

=====

w) # C3H3ClS

An isolated molecule of C3H3ClS (ωB97M-V/def2-TZVPD, the Open Molecules 2025 dataset).

Net charge: 0
E_LUMO: -0.9 eV
HOMO level: -8.756 eV
SMILES string: S=C/C=C\Cl
2S+1: 1
M: 106.577 u
Frontier orbital gap: 7.898 eV

Atoms and positions in Å:
1 S 2.464 -0.232 0.089
2 C 0.862 -0.269 -0.205
3 C 0.149 0.988 -0.156
4 C -1.206 0.868 0.061
5 Cl -2.212 -0.482 0.022
6 H 0.385 -1.264 -0.264
7 H 0.741 1.896 -0.168
8 H -1.772 1.753 0.441

These are the natural (NBO) partial charges, in e, on atoms 1 to 2:
1. S 0.031
2. C -0.308

=====

x) # C3H3ClS

A cluster of 2 separate species, C3H3ClS in total (ωB97M-V/def2-TZVPD, the Open Molecules 2025 dataset).

Net charge: 0
E_LUMO: -1.1 eV
HOMO level: -9.159 eV
SMILES string: C#CC=S.Cl
2S+1: 1
M: 106.577 u
Frontier orbital gap: 8.073 eV

Atoms and positions in Å:
1 C -0.633 1.685 -0.242
2 C 0.279 1.001 0.153
3 C 1.347 0.198 0.649
4 S 2.457 -0.537 -0.271
5 H -1.436 2.287 -0.612
6 H 1.381 0.098 1.737
7 Cl -2.559 -0.581 -0.049
8 H -1.714 -1.219 0.677

These are the natural (NBO) partial charges, in e, on atoms 1 to 2:
1. C -0.126
2. C -0.094

=====

It is x) that is the least stable of them.

=====

w) # CH8O2S2

A cluster of 3 separate species, CH8O2S2 in total (ωB97M-V/def2-TZVPD, the Open Molecules 2025 dataset).

Net charge: -1
E_LUMO (spin up / spin down): 3.1 / 3.0 eV
HOMO level (spin up / spin down): 0.271 / -3.023 eV
2S+1: 2
M: 116.207 u
Frontier orbital gap (spin up / spin down): 2.875 / 5.992 eV

Atoms and positions in Å:
1 C -0.164 -1.267 -1.831
2 S 0.649 -2.657 -0.861
3 S 1.056 -2.119 1.220
4 H -1.259 -1.580 -1.702
5 H 0.191 -1.085 -2.943
6 H 0.012 -0.382 -1.322
7 H 1.571 -0.850 0.964
8 H -1.873 2.389 2.358
9 H -1.124 1.008 2.375
10 O -1.078 1.915 2.088
11 H 0.023 1.618 0.298
12 H 1.250 1.906 -0.487
13 O 0.744 1.103 -0.157

These are the natural (NBO) partial charges, in e, on atoms 1 to 2:
1. C -0.762
2. S -0.283

=====

x) # CH8O2S2

A cluster of 3 separate species, CH8O2S2 in total (ωB97M-V/def2-TZVPD, the Open Molecules 2025 dataset).

Net charge: -1
E_LUMO (spin up / spin down): 3.7 / 3.6 eV
HOMO level (spin up / spin down): -0.073 / -4.160 eV
2S+1: 2
M: 116.207 u
Frontier orbital gap (spin up / spin down): 3.773 / 7.757 eV

Atoms and positions in Å:
1 C 1.150 1.065 -1.142
2 S 1.569 -0.566 -0.318
3 S 1.961 0.319 1.632
4 H 1.078 0.795 -2.191
5 H 0.191 1.437 -0.783
6 H 1.970 1.738 -0.914
7 H 0.784 0.206 2.276
8 H -1.570 0.751 0.964
9 H -1.630 -0.700 1.174
10 O -1.517 0.131 1.683
11 H -1.594 -2.443 -0.884
12 H -0.753 -1.219 -0.884
13 O -1.638 -1.513 -0.613

These are the natural (NBO) partial charges, in e, on atoms 1 to 2:
1. C -0.738
2. S -0.360

=====

It is w) that is the least stable of them.